The following is a DFT calculation (wB97M-V/def2-TZVPD) of C42H82Cl10N4O4 as an isolated structure at a distorted geometry.

XYZ file:
```
142
Properties=species:S:1:pos:R:3:forces:R:3:lowdin_charge:R:1
C 2.20198 -5.85281 -0.01583 1.145 1.060 -0.267 -0.013
C 1.90965 -4.31861 -0.42191 -0.152 -2.697 -2.090 -0.454
C 0.53050 -3.99927 0.13154 -0.146 0.317 0.821 -0.184
C 0.47876 -3.72257 1.59687 1.526 1.313 1.339 -0.177
C 1.54139 -2.62236 1.92943 0.270 -0.771 -1.100 -0.121
C 3.03323 -2.90451 1.39133 -1.629 0.451 0.109 -0.456
N 2.93692 -3.28097 -0.09983 3.936 -2.248 -0.533 0.017
O 4.30361 -3.48040 -0.81490 -5.684 0.684 3.109 -0.040
C 3.76701 -1.55961 1.38017 -0.275 -0.452 0.098 -0.054
C 3.74427 -3.83371 2.44284 0.414 1.018 -1.886 -0.016
C 1.67590 -4.36454 -1.97374 -0.397 -0.168 0.301 -0.045
H 1.49855 -6.56307 -0.45035 -0.654 0.516 0.228 0.078
H 2.29348 -6.00605 1.05946 -0.130 0.012 -0.032 0.060
H 3.12104 -6.20488 -0.48430 0.437 0.395 0.182 0.076
H 0.14663 -3.11037 -0.36906 -0.318 -0.085 -0.245 0.119
H -0.13930 -4.85654 0.06408 0.053 -0.001 -1.133 0.127
H 0.66846 -4.58691 2.23330 0.046 -0.310 -0.199 0.108
H -0.51561 -3.36438 1.86338 -0.026 0.106 0.081 0.107
H 1.61139 -2.45850 3.00477 0.085 0.101 -0.083 0.068
H 1.18951 -1.71328 1.44171 0.035 0.292 0.107 0.094
H 3.60409 -1.05240 2.33111 0.198 0.007 0.101 0.083
H 4.82576 -1.75291 1.20759 0.010 0.342 -0.064 0.083
H 3.33513 -0.93627 0.59721 0.246 0.037 -0.062 0.072
H 4.70161 -4.02883 1.95960 0.205 -0.519 0.343 0.080
H 3.94029 -3.12192 3.24473 -0.065 -0.456 0.379 0.079
H 3.25922 -4.75052 2.77796 -0.144 0.251 -0.167 0.073
H 0.94889 -5.11428 -2.28590 -0.284 -0.441 0.842 0.055
H 2.51151 -4.66749 -2.60466 0.440 0.885 0.266 0.085
H 1.12315 -3.46280 -2.23724 0.779 0.471 -0.505 0.065
C 0.80080 6.03430 7.15214 1.279 0.723 0.187 -0.048
C 0.10770 4.76065 6.68393 -2.189 1.254 -1.123 -0.485
C -0.81650 5.16060 5.46561 0.783 0.483 -0.413 -0.128
C -0.03434 5.45471 4.17874 -0.570 -0.435 -0.149 -0.176
C 0.91865 4.32206 3.80827 -0.540 0.510 0.796 -0.147
C 1.81659 3.89324 4.97771 -0.026 0.126 -0.762 -0.476
N 0.96455 3.64947 6.20411 3.348 -2.220 3.327 -0.004
O 1.67931 2.88333 7.23390 -2.911 3.144 -3.868 -0.041
C 2.49413 2.64080 4.44242 0.249 -1.137 0.701 -0.058
C 2.91722 4.93284 5.17776 1.141 0.417 0.915 -0.034
C -0.86697 4.37517 7.80417 0.589 -1.543 -0.001 -0.049
H 1.53512 5.82230 7.92926 -0.260 -0.141 0.386 0.092
H 0.08468 6.77693 7.50398 -0.282 -0.426 0.349 0.090
H 1.38668 6.64059 6.46130 -0.087 -0.518 -0.696 0.067
H -1.61268 4.46598 5.19785 0.299 -0.711 0.441 0.112
H -1.37623 6.06728 5.69523 0.136 0.134 0.478 0.117
H 0.46283 6.42451 4.19876 0.180 -0.022 0.190 0.105
H -0.79801 5.52564 3.40422 0.084 0.189 -0.291 0.107
H 1.54550 4.65220 2.97991 0.119 -0.299 -0.090 0.118
H 0.37085 3.42051 3.53400 -0.278 0.145 -0.296 0.087
H 3.15666 2.17844 5.17411 -0.038 0.051 0.181 0.088
H 1.79134 1.87143 4.12264 -0.199 0.071 0.142 0.041
H 3.11089 2.86198 3.57134 -0.191 0.359 -0.023 0.044
H 2.74632 5.92525 4.76062 -0.310 -0.106 -0.149 0.081
H 3.21758 5.09888 6.21232 -0.471 -0.118 0.249 0.084
H 3.86130 4.56269 4.77800 -0.089 -0.036 -0.481 0.071
H -1.50542 3.58667 7.40574 -0.003 -0.187 0.256 0.035
H -1.53878 5.14223 8.18938 0.411 0.424 -0.441 0.091
H -0.28446 3.98097 8.63686 -0.165 -0.112 0.124 0.083
C -0.29053 -0.45157 -3.69604 -0.932 0.241 1.807 -0.031
C 0.33388 0.49263 -2.58080 -0.655 0.300 -2.321 -0.418
C 0.72591 1.73166 -3.36502 1.603 0.274 -1.849 -0.194
C 1.26008 2.83506 -2.53944 -0.360 1.013 0.451 -0.199
C 0.20867 3.18393 -1.49853 2.020 1.646 -0.137 -0.168
C -0.34819 2.06023 -0.63721 0.281 2.606 1.457 -0.482
N -0.72371 1.05162 -1.60505 -2.418 -5.925 2.078 0.002
O -1.61440 0.02256 -1.05372 3.252 3.731 -2.016 -0.045
C 0.69824 1.65595 0.45799 0.112 -1.024 -0.975 -0.017
C -1.49015 2.83330 0.06755 -1.739 -1.481 -0.121 -0.044
C 1.62043 -0.19795 -2.09413 0.046 0.585 0.825 -0.016
H 0.37736 -0.69479 -4.52239 0.325 0.449 0.272 0.086
H -1.19684 0.01227 -4.08535 -0.034 -0.053 -0.072 0.082
H -0.57146 -1.39228 -3.22248 -0.126 -0.087 -0.042 0.053
H 1.53520 1.51311 -4.06172 0.158 -0.823 -0.137 0.126
H -0.01799 2.09512 -4.07397 -0.707 -0.041 0.501 0.127
H 1.50947 3.74709 -3.08177 -0.651 0.093 -0.632 0.121
H 2.26886 2.69906 -2.14963 -0.119 -0.909 0.666 0.101
H -0.58846 3.78683 -1.93351 -0.220 -0.431 -0.348 0.097
H 0.77637 3.92702 -0.93851 -0.461 0.011 1.069 0.122
H 1.65668 1.73923 -0.05440 0.312 -0.449 0.412 0.038
H 0.78313 2.17279 1.41389 -0.562 0.937 -0.424 0.060
H 0.51299 0.64281 0.81482 0.100 -0.344 -0.433 0.067
H -2.06353 2.28437 0.81454 0.736 -0.400 0.647 0.045
H -1.14002 3.77403 0.49244 0.109 -0.180 -0.144 0.092
H -2.34760 2.99058 -0.58678 0.358 0.589 -0.705 0.054
H 2.44263 0.51718 -2.06809 -0.044 0.187 0.394 0.076
H 1.98546 -0.92656 -2.81798 -0.491 -0.309 0.156 0.087
H 1.51584 -0.61734 -1.09349 0.056 -0.333 -0.166 0.064
C -1.13821 -3.97695 -6.44818 -0.971 -0.403 -0.548 -0.012
C -1.57181 -5.32795 -5.79010 0.082 -0.527 -0.410 -0.459
C -1.16292 -5.38268 -4.32072 -1.007 0.544 0.157 -0.166
C -1.98168 -4.40288 -3.47512 -0.142 -0.489 0.232 -0.161
C -3.48536 -4.83997 -3.53308 2.221 -0.892 0.049 -0.129
C -4.04076 -5.01428 -4.97348 -1.292 1.142 1.038 -0.472
N -3.08868 -5.67590 -5.91046 -0.893 -0.070 -3.806 -0.004
O -3.65168 -6.00966 -7.24058 2.646 1.603 5.635 -0.052
C -5.31160 -5.89015 -4.78247 -0.416 -0.982 -1.029 -0.052
C -4.46744 -3.57083 -5.41324 -0.453 -0.754 -0.183 -0.026
C -0.77327 -6.40495 -6.49900 0.360 -0.539 -0.045 -0.062
H -1.90017 -3.20145 -6.36990 0.045 -0.086 -0.067 0.063
H -0.97635 -4.23146 -7.49562 -0.283 0.395 -0.195 0.078
H -0.19153 -3.54157 -6.12825 0.016 -0.428 0.594 0.085
H -1.31441 -6.38746 -3.92629 -0.171 -0.182 -0.040 0.124
H -0.09658 -5.19018 -4.20261 0.027 0.182 -0.371 0.104
H -1.75614 -3.36655 -3.72661 -0.285 0.075 -0.295 0.092
H -1.57036 -4.54452 -2.47569 -0.428 0.238 0.410 0.093
H -4.14838 -4.29236 -2.86328 -0.066 0.455 -0.529 0.105
H -3.42256 -5.81700 -3.05395 -0.265 -0.388 -0.103 0.109
H -5.90881 -6.10948 -5.66754 0.565 0.361 -0.706 0.073
H -5.03972 -6.89522 -4.45993 0.318 0.051 0.276 0.082
H -6.12708 -5.56609 -4.13587 0.704 0.746 0.627 0.084
H -4.89683 -3.66008 -6.41112 0.050 0.359 -0.057 0.084
H -5.23447 -3.23920 -4.71340 -0.298 -0.209 -0.092 0.080
H -3.74228 -2.75950 -5.35006 0.490 -0.456 -0.235 0.067
H 0.28363 -6.15945 -6.39512 0.106 0.433 -0.378 0.089
H -1.04646 -6.50460 -7.54950 0.046 -0.024 0.099 0.082
H -0.78571 -7.37806 -6.00808 -0.701 -0.112 -0.003 0.086
Cl 5.52979 6.13780 0.45072 -0.029 0.252 -0.784 0.572
C 5.41401 5.21482 1.93633 1.257 0.418 1.223 -0.713
C 5.46304 3.72854 1.70111 -0.846 -0.598 -0.468 -0.610
Cl 3.92121 3.31102 0.88583 -0.228 -0.430 -0.310 0.559
H 4.57832 5.64177 2.49080 -0.292 -0.752 -0.113 0.055
H 6.29077 5.52030 2.50736 0.148 -0.168 0.089 0.070
H 5.49848 3.03518 2.54140 -0.029 0.731 0.541 0.067
H 6.27348 3.38609 1.05767 -0.026 0.544 -0.189 0.072
Cl -3.37097 4.05504 -3.19168 1.562 -2.075 0.733 0.671
C -4.16595 5.38516 -3.87062 -1.323 0.053 -2.342 -0.792
C -4.50888 6.28136 -2.78124 -0.657 1.737 1.085 -0.655
Cl -5.51367 7.65536 -3.47136 0.612 -0.498 0.565 0.512
H -5.05834 4.99741 -4.36193 -0.162 0.106 0.098 0.073
H -3.60490 5.84641 -4.68338 0.340 0.112 0.349 0.085
H -3.60242 6.63781 -2.29197 -0.126 0.538 -0.189 0.077
H -5.08676 5.80016 -1.99219 -0.229 0.005 -0.312 0.072
C -4.34523 -1.25730 1.07834 0.362 -0.643 0.523 -1.526
Cl -4.07765 -2.68470 0.03932 0.229 0.554 0.169 0.510
Cl -3.69037 -1.53940 2.72089 0.643 -0.131 -0.370 0.479
Cl -6.02619 -1.04397 1.36228 -1.426 0.424 -0.438 0.550
H -3.92472 -0.35295 0.63855 0.235 -0.377 0.011 0.014
C -1.15054 0.05487 4.92908 -1.114 0.218 -0.542 -1.461
Cl 0.48274 -0.55791 4.74394 0.065 0.500 0.427 0.596
Cl -1.64185 1.03288 3.47071 0.559 -0.335 0.775 0.475
Cl -1.57658 0.99498 6.40273 0.736 -0.666 -0.715 0.553
H -1.76036 -0.84855 4.92183 -0.144 0.431 0.064 -0.016
```
Positions in Å, forces in eV/Å.

The HOMO-LUMO gap (spin up / spin down) is 9.26 / 8.91 eV. The expectation value of S² is 6.02. The value obtained for the energy above the lowest of the compared OMol25 structures with the same formula, charge and spin is 139.20 kcal/mol. As for the spin multiplicity: 5.